Entry 1:
Formula: C17H9Cl3F3N2O5S
Source: the Open Molecules 2025 dataset
Level of theory: ωB97M-V/def2-TZVPD

Last column: Mulliken charge in e.
Element x y z (Å)
F1 4.214 -1.844 3.086  -0.224
C1 3.196 -1.988 2.213  0.576
F2 3.427 -1.193 1.139  -0.206
F3 3.151 -3.275 1.796  -0.216
S1 1.581 -1.544 3.062  0.972
C2 0.439 -1.569 1.735  -0.716
C3 -0.959 -1.582 1.933  1.104
C4 -1.849 -1.960 0.858  -0.810
C5 -3.223 -1.900 0.999  -0.377
C6 -3.792 -1.490 2.229  -0.120
N1 -5.196 -1.326 2.374  0.913
O1 -5.629 -0.925 3.482  -0.657
O2 -5.948 -1.573 1.404  -0.660
C7 -2.949 -1.170 3.315  -0.567
C8 -1.578 -1.230 3.184  -0.626
O3 1.325 -2.665 3.949  -0.642
O4 1.794 -0.212 3.602  -0.593
H1 0.859 -1.950 0.806  0.471
H2 -1.395 -2.331 -0.064  0.292
H3 -3.893 -2.160 0.183  0.414
H4 -3.413 -0.877 4.253  0.407
H5 -0.970 -1.031 4.068  0.285
Cl1 1.022 1.582 0.698  0.023
C9 1.550 3.262 0.258  0.557
Cl2 2.361 3.235 -1.358  -0.164
C10 0.277 4.118 -0.050  0.128
O5 -0.743 3.618 -0.462  -0.499
C11 0.445 5.606 0.142  0.145
C12 1.478 6.143 0.970  0.534
C13 1.509 7.543 1.140  -0.673
C14 0.553 8.334 0.519  -0.480
C15 -0.432 7.694 -0.275  -0.302
N2 -0.463 6.376 -0.449  -0.501
C16 2.403 5.207 1.591  0.600
Cl3 3.567 5.825 2.698  -0.242
C17 2.397 3.872 1.294  -0.735
H6 2.277 7.994 1.768  0.358
H7 0.526 9.417 0.614  0.385
H8 -1.215 8.271 -0.772  0.388
H9 3.101 3.199 1.773  0.455

Force components x, y, z for each atom (eV/Å):
F -0.544 -0.149 -0.596
C -0.218 -0.023 -0.261
F 0.026 -0.585 0.678
F 0.306 0.837 0.161
S -1.546 0.024 -0.824
C 0.397 -0.157 0.116
C 0.258 -0.031 0.271
C -0.134 0.081 0.367
C 0.227 0.113 0.295
C 0.557 0.161 -0.161
N -0.982 0.176 0.245
O 0.266 -0.550 -1.478
O 0.849 0.264 1.186
C 0.223 -0.138 -0.285
C -0.457 -0.120 -0.045
O 0.582 0.702 0.223
O 0.155 -0.849 0.064
H 0.006 0.120 0.219
H -0.249 0.236 0.205
H 0.200 0.015 0.147
H 0.162 -0.083 -0.188
H -0.050 0.061 -0.355
Cl 0.569 0.977 -0.084
C -1.902 -0.391 -0.245
Cl 0.270 0.027 0.219
C -0.604 -0.797 -0.461
O 1.121 0.737 0.527
C 0.464 0.925 0.548
C -1.056 0.330 -0.772
C 0.004 -0.358 -0.012
C -0.725 -0.684 -0.617
C 0.832 0.125 0.565
N -0.188 0.117 -0.017
C -0.119 -2.195 -0.675
Cl 0.068 0.033 0.194
C 1.034 1.444 0.750
H -0.176 -0.155 -0.148
H 0.144 -0.229 0.104
H 0.255 -0.166 0.115
H -0.025 0.156 0.028

Total charge: -1

***

Entry 2:
Formula: C27H28FNO3
Source: the Open Molecules 2025 dataset
Level of theory: ωB97M-V/def2-TZVPD

Last column: Mulliken charge in e.
Element x y z (Å)
C1 -3.981 1.943 -1.317  -1.328
C2 -2.585 1.809 -1.925  0.390
C3 -2.090 0.377 -1.828  0.812
O1 -2.158 -0.364 -2.793  -0.715
N1 -1.592 -0.060 -0.643  0.496
C4 -1.484 0.709 0.579  -1.349
C5 -0.075 0.666 1.185  -1.488
C6 1.012 1.096 0.181  1.333
C7 1.546 2.514 0.476  -1.234
C8 0.486 3.554 0.266  0.212
C9 -0.238 4.076 1.331  -0.202
C10 -1.241 5.006 1.117  -0.769
C11 -1.531 5.434 -0.167  -0.416
C12 -0.807 4.930 -1.235  -0.729
C13 0.190 3.996 -1.019  -0.070
C14 2.155 0.111 0.162  -0.765
C15 2.859 -0.173 1.324  -0.057
C16 3.916 -1.079 1.347  -1.607
C17 4.241 -1.690 0.162  1.152
C18 3.539 -1.414 -1.011  0.564
C19 2.497 -0.521 -1.037  -0.947
O2 4.063 -2.154 -2.039  -0.512
C20 5.110 -2.912 -1.474  -0.276
O3 5.223 -2.610 -0.101  -0.498
C21 -1.229 -1.467 -0.544  -1.081
C22 -2.130 -2.196 0.414  0.436
C23 -3.508 -2.201 0.222  -0.193
C24 -4.349 -2.855 1.103  -0.840
C25 -3.827 -3.525 2.197  -0.353
C26 -2.460 -3.538 2.412  -0.723
C27 -1.638 -2.872 1.522  0.336
F1 -0.302 -2.883 1.751  -0.322
H1 -3.982 1.690 -0.259  0.258
H2 -4.675 1.280 -1.829  0.347
H3 -4.337 2.965 -1.427  0.436
H4 -2.640 2.040 -2.990  0.500
H5 -1.891 2.510 -1.462  -0.672
H6 -1.744 1.746 0.382  0.687
H7 -2.195 0.311 1.316  0.251
H8 -0.074 1.325 2.053  0.407
H9 0.140 -0.339 1.547  0.805
H10 0.569 1.114 -0.820  0.322
H11 1.918 2.554 1.501  0.528
H12 2.385 2.707 -0.196  0.501
H13 -0.010 3.761 2.340  0.380
H14 -1.795 5.400 1.956  0.406
H15 -2.311 6.161 -0.334  0.411
H16 -1.023 5.264 -2.240  0.404
H17 0.750 3.604 -1.856  0.406
H18 2.579 0.314 2.244  0.398
H19 4.455 -1.295 2.254  0.408
H20 1.961 -0.325 -1.951  0.522
H21 4.896 -3.987 -1.599  0.254
H22 6.056 -2.671 -1.984  0.245
H23 -1.351 -1.881 -1.550  0.494
H24 -0.182 -1.567 -0.249  0.351
H25 -3.909 -1.684 -0.637  0.462
H26 -5.415 -2.847 0.934  0.409
H27 -4.481 -4.040 2.884  0.376
H28 -2.024 -4.051 3.254  0.445

Force components x, y, z for each atom (eV/Å):
C 0.144 0.031 -0.040
C -0.068 -0.066 -0.039
C 0.005 0.468 -0.225
O -0.181 -0.140 -0.388
N 0.164 -0.287 0.254
C -0.013 0.192 0.321
C -0.206 0.023 -0.312
C 0.212 0.007 0.271
C -0.145 -0.116 -0.230
C 0.097 0.077 0.074
C 0.016 -0.001 0.000
C -0.099 0.028 0.062
C -0.085 0.059 -0.032
C 0.007 0.035 -0.066
C 0.018 0.049 0.051
C -0.014 -0.004 -0.044
C -0.110 0.080 -0.104
C 0.236 -0.253 -0.192
C -0.375 0.207 -0.431
C 0.287 -0.079 0.554
C 0.213 -0.193 -0.091
O -0.396 0.352 0.001
C 0.745 -0.847 -0.616
O -0.092 0.207 0.429
C 0.088 -0.135 -0.271
C 0.232 -0.120 0.214
C 0.074 -0.075 0.105
C -0.131 0.029 -0.059
C 0.058 0.002 0.005
C 0.137 0.010 0.013
C -0.186 0.053 -0.116
F -0.109 0.000 -0.029
H -0.054 -0.003 0.118
H -0.095 -0.051 -0.018
H -0.077 0.061 0.033
H 0.122 -0.067 0.081
H -0.042 -0.039 -0.018
H -0.075 -0.056 -0.010
H 0.019 0.123 -0.052
H -0.014 -0.004 0.105
H -0.028 -0.004 0.062
H 0.052 -0.011 0.018
H 0.068 -0.010 0.023
H 0.039 0.021 0.064
H 0.047 -0.048 0.095
H -0.043 0.037 0.067
H -0.061 0.066 -0.012
H -0.017 0.029 -0.088
H 0.077 -0.052 -0.104
H -0.057 0.075 0.144
H 0.080 -0.032 0.135
H -0.114 0.050 -0.144
H -0.024 0.265 0.073
H -0.236 0.023 0.142
H 0.123 0.054 0.241
H -0.079 -0.011 -0.036
H -0.054 0.081 -0.120
H -0.096 -0.002 -0.020
H -0.051 -0.048 0.067
H 0.064 -0.042 0.084

Total charge: 0
Relative energy (zero: lowest compared OMol25 entry of this formula, charge and spin), eV: 0.077
SMILES string: CCC(=O)N(CC[C@@H](Cc1ccccc1)c1ccc2c(c1)OCO2)Cc1ccccc1F

***

Entry 3:
Formula: C5H14OS
Source: the Open Molecules 2025 dataset
Level of theory: ωB97M-V/def2-TZVPD

Last column: Mulliken charge in e.
Element x y z (Å)
C1 0.957 2.413 0.833  -1.165
C2 0.219 1.377 1.673  -0.326
C3 0.690 -0.047 1.431  -0.648
C4 0.411 -0.585 0.023  -0.807
S1 -1.361 -0.584 -0.408  -0.083
C5 -1.995 -1.686 0.848  -0.855
H1 1.997 2.489 1.125  0.306
H2 0.958 2.155 -0.233  0.285
H3 0.474 3.378 0.928  0.352
H4 -0.857 1.427 1.499  0.272
H5 0.348 1.664 2.719  0.346
H6 0.257 -0.721 2.160  0.306
H7 1.754 -0.133 1.605  0.386
H8 0.938 0.033 -0.698  0.356
H9 0.727 -1.611 -0.117  0.408
H10 -2.279 -1.209 1.778  0.255
H11 -1.297 -2.510 1.028  0.278
H12 -2.857 -2.199 0.445  0.335
O1 0.175 -0.962 -5.278  -0.632
H13 -0.250 -1.202 -6.106  0.313
H14 0.990 -1.484 -5.255  0.318

Force components x, y, z for each atom (eV/Å):
C -0.327 -0.339 -0.494
C 0.021 0.224 0.099
C -0.004 -0.378 -0.140
C -0.548 0.326 0.407
S 0.185 0.364 -0.394
C 0.158 -0.810 -0.006
H 0.253 0.100 0.197
H -0.126 0.065 0.125
H 0.074 0.279 0.029
H -0.014 0.048 -0.187
H 0.075 -0.265 0.090
H -0.321 -0.145 0.222
H 0.523 0.139 0.017
H -0.183 -0.034 -0.302
H 0.369 -0.173 0.186
H 0.111 0.154 0.160
H 0.161 0.273 0.168
H -0.415 0.170 -0.176
O 0.313 -0.150 0.049
H -0.019 -0.017 -0.036
H -0.287 0.170 -0.015

Total charge: 0
Relative energy (zero: lowest compared OMol25 entry of this formula, charge and spin), eV: 0.037
SMILES string: CCCCSC.O

***

| no. | HOMO-LUMO gap (eV) |
| --- | --- |
| 1 | 4.6 |
| 2 | 8.8 |
| 3 | 9.2 |